Record 1
DFT (ωB97M-V/def2-TZVPD) results for C57H48AsN4O2P2S2SeTeTl as an isolated structure.

Last column: Löwdin charge in e.
Element x y z (Å)
Tl: -1.42110 0.08256 -0.02849  0.5573
O: -2.95229 2.03115 -0.76913  -0.3698
N: -3.33035 2.37146 -1.97027  -0.2117
C: -4.42559 3.16041 -2.07146  -0.0359
C: -4.91195 3.58024 -3.27980  -0.0872
C: -4.24905 3.16822 -4.43856  -0.1088
C: -3.14019 2.37147 -4.32371  -0.1154
C: -2.63898 1.93965 -3.07798  -0.6774
S: -1.27930 0.92093 -2.91968  0.5438
H: -4.85550 3.41894 -1.11541  0.1220
H: -5.79012 4.20928 -3.30706  0.0924
H: -4.60815 3.46525 -5.41605  0.0920
H: -2.60187 2.02668 -5.19495  0.0914
Te: 2.91723 -4.14109 -0.72992  1.2481
C: 4.24174 -3.76601 -2.34895  -0.5516
C: 5.45105 -3.10402 -2.15719  -0.1336
C: 6.30934 -2.92968 -3.23193  -0.1746
N: 6.05840 -3.36739 -4.46478  0.0402
C: 4.90275 -4.00420 -4.64118  -0.1748
C: 3.98002 -4.23190 -3.63174  -0.1401
C: 1.83493 -2.29803 -0.65038  -0.9629
P: 1.43830 -1.86334 1.02463  0.7984
C: 0.70166 -3.30740 1.90890  -0.3697
C: 1.38114 -4.38690 2.47275  -0.1422
C: 0.67977 -5.44290 3.03453  -0.0990
C: -0.71031 -5.43314 3.05570  -0.0966
C: -1.40427 -4.36983 2.49841  -0.0694
C: -0.69518 -3.31970 1.92932  -0.1171
C: 3.06949 -1.69832 1.84141  -0.3956
C: 3.21494 -1.83413 3.22169  -0.1158
C: 4.44878 -1.65741 3.83127  -0.1001
C: 5.56000 -1.31748 3.07197  -0.1166
C: 5.41773 -1.12945 1.70393  -0.1026
C: 4.18593 -1.32079 1.09667  -0.1393
P: 0.42672 -2.06225 -1.71556  0.8215
C: -0.59575 -3.58967 -1.87189  -0.3689
C: -1.89724 -3.50862 -1.38111  -0.1097
C: -2.75806 -4.59795 -1.42292  -0.0764
C: -2.32678 -5.79084 -1.97976  -0.1042
C: -1.03889 -5.88493 -2.49578  -0.1003
C: -0.18313 -4.79673 -2.44049  -0.1400
C: 1.18896 -1.96516 -3.38351  -0.3682
C: 2.42759 -1.34622 -3.53591  -0.1328
C: 2.97186 -1.12686 -4.79067  -0.1018
C: 2.28497 -1.52836 -5.92750  -0.1121
C: 1.04595 -2.14092 -5.79245  -0.0979
C: 0.50061 -2.34839 -4.53421  -0.0975
H: 5.72169 -2.72785 -1.17821  0.0782
H: 7.25570 -2.41426 -3.09328  0.0926
H: 4.69594 -4.34787 -5.65010  0.0977
H: 3.05999 -4.75588 -3.85616  0.0870
H: 2.46534 -4.40197 2.46829  0.0796
H: 1.22171 -6.28091 3.45783  0.0925
H: -1.25219 -6.25501 3.50836  0.0936
H: -2.48813 -4.34383 2.50122  0.0678
H: -1.24715 -2.50035 1.47746  0.0464
H: 2.35303 -2.08232 3.82929  0.0982
H: 4.54154 -1.78618 4.90334  0.0928
H: 6.52757 -1.19471 3.54409  0.0876
H: 6.27179 -0.83219 1.10535  0.0935
H: 4.06685 -1.18296 0.02772  0.0731
H: -2.26203 -2.58209 -0.95433  0.0358
H: -3.75876 -4.50056 -1.01979  0.1015
H: -2.99216 -6.64546 -2.01875  0.0907
H: -0.70164 -6.81084 -2.94803  0.0916
H: 0.81338 -4.88091 -2.85175  0.0507
H: 2.96817 -1.05227 -2.64392  0.0756
H: 3.94532 -0.65863 -4.88039  0.1001
H: 2.70906 -1.36223 -6.91065  0.0895
H: 0.49846 -2.45835 -6.67242  0.0921
H: -0.47522 -2.81006 -4.44428  0.1042
N: 0.05019 -0.06091 3.31256  0.0595
C: 0.76895 0.29641 2.43761  -0.1493
H: -0.44742 -0.92350 3.49363  0.0702
Se: -5.45394 -3.13612 2.34513  0.2719
C: -4.41675 -2.05926 1.28439  -0.9670
N: -3.74063 -1.38883 0.61838  -0.0507
C: 2.12834 2.04530 -2.12053  -0.2624
S: 1.07968 2.52160 -0.75327  0.6702
C: 2.36552 2.53375 0.49597  -0.2672
O: 0.74478 3.97360 -0.96323  -0.5793
H: 2.86739 2.83141 -2.27833  0.0561
H: 1.48992 1.91649 -2.99246  0.0200
H: 2.59761 1.09289 -1.87464  0.0399
H: 3.10664 3.27984 0.20492  0.0557
H: 2.79487 1.53693 0.59414  0.0380
H: 1.89882 2.80298 1.44115  0.0202
C: -4.56284 6.38460 -0.14356  -0.1198
C: -3.28354 6.28740 -0.67494  -0.0979
C: -2.38741 5.35475 -0.17228  -0.1067
C: -2.76420 4.51258 0.87167  -0.3556
C: -4.04816 4.60162 1.39277  -0.0969
C: -4.94376 5.53595 0.88617  -0.1085
As: -1.43212 3.19564 1.43773  1.3372
C: -2.33484 2.43669 2.97984  -0.3441
C: -3.26371 1.40619 2.95518  -0.1048
C: -3.76538 0.90984 4.15173  -0.0719
C: -3.33428 1.44950 5.35954  -0.0911
C: -2.39741 2.47238 5.38556  -0.0405
C: -1.88283 2.96785 4.19174  -0.2020
C: -0.86689 4.03389 4.05472  -0.1897
C: -0.23756 4.70397 5.09891  -0.0401
C: 0.70066 5.68708 4.82045  -0.1054
C: 1.01774 6.00759 3.50516  -0.1025
C: 0.40396 5.33427 2.45629  -0.0951
C: -0.53668 4.35425 2.73220  -0.2983
H: -5.26321 7.11175 -0.53743  0.0894
H: -2.98563 6.92902 -1.49562  0.0972
H: -1.39699 5.25432 -0.60619  0.0868
H: -4.35754 3.93806 2.19136  0.0986
H: -5.94515 5.59503 1.29695  0.0942
H: -3.59806 0.98035 2.01498  0.0743
H: -4.47959 0.09549 4.13441  0.0981
H: -3.72768 1.06050 6.29111  0.0937
H: -2.06196 2.87143 6.33599  0.0963
H: -0.46975 4.45766 6.12837  0.0975
H: 1.19437 6.20338 5.63519  0.0903
H: 1.75556 6.77375 3.29846  0.0919
H: 0.65688 5.56219 1.42646  0.0978

Summary:
**LUMO level**: 3.7 eV
**Net charge**: -2
**HOMO**: -2.4590 eV

---

Record 2
DFT (ωB97M-V/def2-TZVPD) results for C57H48Cl3CsGeOP3 as an isolated structure.

Last column: Löwdin spin population.
Element x y z (Å)
Cs: -1.32893 -0.06544 0.47148  0.0060
O: 2.11500 2.63358 -2.53867  0.0000
C: 2.03104 4.01390 -2.59525  0.0000
C: 3.13589 4.87559 -2.60168  0.0000
C: 2.94525 6.24941 -2.66521  0.0000
C: 1.64247 6.72961 -2.75769  0.0000
C: 0.50384 5.87430 -2.71848  0.0000
C: 0.69596 4.48451 -2.58810  0.0000
P: -0.65290 3.33089 -2.14990  0.0000
C: -0.92291 2.55237 -3.74610  0.0000
C: -0.70797 1.15029 -3.80905  0.0000
C: -0.75444 0.46692 -5.02658  0.0000
C: -0.98201 1.17432 -6.19106  0.0000
C: -1.19437 2.54129 -6.15027  0.0000
C: -1.20892 3.24417 -4.94836  0.0000
C: -2.14507 4.32286 -1.87124  0.0000
C: -3.40184 4.00621 -2.41623  0.0000
C: -4.53170 4.76452 -2.02923  0.0000
C: -4.40944 5.81199 -1.15378  0.0000
C: -3.18229 6.08514 -0.56642  0.0000
C: -2.04012 5.40193 -0.94590  0.0000
C: 3.13651 1.94152 -3.17940  0.0000
C: 3.61608 2.35888 -4.41941  0.0000
C: 4.46217 1.51965 -5.15779  0.0000
C: 4.91224 0.34190 -4.53843  0.0000
C: 4.46418 -0.07776 -3.28960  0.0000
C: 3.48078 0.65863 -2.63682  0.0001
P: 2.64812 0.05060 -1.16135  0.0001
C: 3.24177 -1.68437 -1.05092  -0.0005
C: 3.79080 -2.32232 0.09941  0.0005
C: 4.04288 -3.69216 0.07404  0.0007
C: 3.64303 -4.50536 -0.97779  0.0001
C: 3.00861 -3.90997 -2.06165  0.0003
C: 2.93708 -2.51482 -2.14131  0.0003
C: 3.59020 0.97549 0.12084  0.0000
C: 4.94515 0.70261 0.42382  0.0000
C: 5.62001 1.45203 1.38092  0.0000
C: 5.00060 2.52452 2.01160  0.0000
C: 3.63593 2.77998 1.73435  0.0000
C: 2.96363 2.05312 0.79973  0.0000
H: 4.17238 4.53295 -2.58098  0.0000
H: 3.81665 6.92030 -2.63778  0.0000
H: 1.44688 7.81061 -2.83786  0.0000
H: -0.48374 6.32156 -2.81921  0.0000
H: -0.46225 0.59679 -2.89553  0.0000
H: -0.50874 -0.60714 -5.06423  0.0000
H: -0.96944 0.67493 -7.17013  0.0000
H: -1.31681 3.06647 -7.11775  0.0000
H: -1.35716 4.33321 -4.91772  0.0000
H: -3.48935 3.22022 -3.16419  0.0000
H: -5.53302 4.48106 -2.34913  0.0000
H: -5.31404 6.36356 -0.85075  0.0000
H: -3.11155 6.81263 0.25189  0.0000
H: -1.05245 5.64734 -0.55855  0.0000
H: 3.39674 3.40961 -4.73771  0.0000
H: 4.72234 1.72820 -6.21191  0.0000
H: 5.65854 -0.26213 -5.05790  0.0000
H: 4.89761 -0.96328 -2.80846  0.0000
H: 4.01008 -1.74067 0.99950  0.0004
H: 4.59976 -4.12626 0.92816  0.0000
H: 3.81550 -5.59942 -0.93378  0.0000
H: 2.56292 -4.49179 -2.88048  0.0000
H: 2.74922 -2.03492 -3.10086  0.0000
H: 5.48708 -0.06552 -0.14311  0.0000
H: 6.62764 1.17348 1.66675  0.0000
H: 5.55684 3.18986 2.71209  0.0000
H: 3.09304 3.53811 2.32553  0.0000
H: 1.94367 2.34591 0.57776  0.0000
C: -3.18170 -4.38427 0.45435  0.0015
C: -4.04445 -4.19071 1.68803  0.0007
C: -5.32476 -4.80029 1.67435  -0.0001
C: -6.14903 -4.76974 2.75376  0.0003
C: -5.70278 -4.15383 3.94777  0.0004
C: -4.51390 -3.46967 3.98682  0.0018
C: -3.63286 -3.55876 2.88096  0.0098
P: -2.04328 -2.79847 2.82941  0.0382
C: -2.04729 -1.55990 4.16349  0.0034
C: -2.86107 -0.48219 3.81949  0.0006
C: -2.67089 0.75660 4.43975  0.0004
C: -1.78442 0.90758 5.46892  -0.0004
C: -1.08894 -0.23768 5.88223  0.0002
C: -1.19058 -1.47295 5.26580  -0.0003
C: -0.47119 -2.68240 5.82699  0.0009
C: -0.88588 -4.15545 3.17841  0.0709
C: -1.30554 -5.32913 3.80937  -0.0079
C: -0.37369 -6.40257 3.82334  0.0710
C: 0.86945 -6.33382 3.22329  -0.0056
C: 1.24244 -5.17474 2.59479  0.0725
C: 0.44419 -4.00868 2.63628  0.0621
C: 0.79604 -2.72715 2.13888  0.6005
H: -3.31584 -5.41745 0.08383  0.0000
H: -2.12284 -4.20737 0.60562  0.0007
H: -3.51517 -3.67804 -0.34717  0.0001
H: -5.64615 -5.32927 0.75045  0.0000
H: -7.15069 -5.16666 2.73225  0.0000
H: -6.33937 -4.24179 4.82136  0.0001
H: -4.19690 -2.88884 4.84805  0.0001
H: -3.59845 -0.55664 3.01579  0.0002
H: -3.22472 1.64628 4.12976  0.0001
H: -1.60859 1.90428 5.94024  0.0000
H: -0.38659 -0.09345 6.71562  0.0000
H: -0.23922 -2.40887 6.86554  0.0001
H: 0.47138 -2.84243 5.30665  0.0001
H: -1.15333 -3.56676 5.76824  0.0003
H: -2.29317 -5.39568 4.30632  -0.0005
H: -0.67404 -7.34542 4.27273  0.0043
H: 1.52875 -7.19292 3.20688  -0.0018
H: 2.17421 -5.14444 2.04283  0.0028
H: 1.45716 -2.63297 1.26891  0.0353
H: 0.76277 -1.88834 2.87122  0.0289
Cl: -4.32737 2.48781 0.62280  0.0001
Ge: -5.61204 0.85852 -0.45165  0.0001
Cl: -4.64191 -0.95877 0.76766  0.0002
Cl: -4.13238 0.51119 -2.28659  0.0000

Summary:
**LUMO level (alpha / beta)**: 0.1 / -0.9 eV
**Net charge**: 0
**Multiplicity**: 2
**HOMO (alpha / beta)**: -7.6380 / -7.7309 eV
**⟨S²⟩**: 0.77

---

Record 3
DFT (ωB97M-V/def2-TZVPD) results for C57H49AsBrN3O3P2Sn as an isolated structure.

Last column: Löwdin charge in e.
Element x y z (Å)
Sn: 0.26752 -0.38984 -0.36742  1.2154
C: 3.48528 -1.01428 0.62435  -0.0137
O: 2.67678 0.09963 0.17187  -0.2457
C: 3.29987 1.32772 0.06033  -0.1974
C: 4.58354 1.56179 0.49768  -0.0077
C: 5.15237 2.83950 0.38278  -0.6661
Br: 6.89062 3.12275 1.01377  0.8904
C: 4.43855 3.85839 -0.18779  -0.0443
C: 3.12550 3.63380 -0.65156  -0.0551
C: 2.54183 2.35922 -0.51298  -0.1717
O: 1.28373 2.06103 -0.90305  -0.0446
C: 2.38749 4.68778 -1.27360  -0.1719
N: 1.10938 4.54229 -1.70280  0.1947
C: 0.75328 5.71209 -2.23736  -0.1437
C: -0.47766 6.10828 -2.83093  0.0390
C: -0.54755 7.37600 -3.30811  0.0026
C: 0.57050 8.27782 -3.21778  0.0568
C: 1.78337 7.92562 -2.63795  0.0519
C: 1.85442 6.64193 -2.15134  -0.1157
N: 2.85380 5.93612 -1.53057  0.2223
H: 4.31935 -1.17244 -0.05809  0.1228
H: 2.82961 -1.88228 0.63269  0.0653
H: 3.84460 -0.83254 1.63653  0.1156
H: 5.17643 0.77405 0.93928  0.1178
H: 4.90139 4.83224 -0.27329  0.1169
H: 0.86424 2.88308 -1.26520  0.0835
H: -1.30343 5.41306 -2.89098  0.1096
H: -1.45408 7.73824 -3.77348  0.1329
H: 0.45615 9.27581 -3.62224  0.1415
H: 2.60657 8.62498 -2.58456  0.1422
H: 3.78347 6.28104 -1.34186  0.1833
C: -2.88270 1.18761 2.52183  -0.0664
N: -1.87543 0.83649 1.48473  -0.4791
P: -2.29807 0.32658 -0.06535  0.9143
C: -3.59657 -0.86484 0.11596  -0.3466
C: -3.53933 -1.76489 1.19043  -0.0826
C: -4.55728 -2.68177 1.36581  -0.0401
C: -5.62124 -2.71596 0.46864  -0.0259
C: -5.66416 -1.84849 -0.61531  -0.0350
C: -4.65241 -0.91944 -0.80041  -0.0560
C: -2.81236 1.64728 -1.15145  -0.3703
C: -3.90522 2.46305 -0.84015  -0.0661
C: -4.33335 3.40922 -1.75610  -0.0327
C: -3.69349 3.52865 -2.98559  -0.0441
C: -2.60886 2.72040 -3.29924  -0.0623
C: -2.16076 1.78294 -2.37881  -0.1037
P: -0.25251 0.68618 1.94100  0.9264
C: -0.17262 -0.22000 3.46880  -0.3521
C: -0.08945 0.43767 4.69908  -0.0633
C: -0.13000 -0.30017 5.87125  -0.0265
C: -0.25319 -1.68320 5.82043  -0.0180
C: -0.33882 -2.33983 4.59645  -0.0442
C: -0.29810 -1.61328 3.41929  -0.1046
C: 0.45036 2.31700 2.17218  -0.3567
C: -0.21187 3.44746 1.69709  -0.0799
C: 0.36873 4.69825 1.85747  -0.0540
C: 1.60820 4.81683 2.47309  -0.0407
C: 2.27997 3.68650 2.92698  -0.0405
C: 1.70387 2.43547 2.77896  -0.0889
H: -3.85081 1.34955 2.05520  0.0846
H: -2.57912 2.10285 3.02906  0.0953
H: -2.97638 0.38301 3.24988  0.0927
H: -2.71595 -1.72940 1.89781  0.0914
H: -4.53217 -3.36451 2.20498  0.1242
H: -6.42640 -3.42374 0.61906  0.1288
H: -6.49587 -1.88272 -1.30615  0.1267
H: -4.69926 -0.23019 -1.63369  0.1138
H: -4.43991 2.35027 0.09472  0.1117
H: -5.18472 4.03519 -1.52379  0.1277
H: -4.06123 4.24226 -3.71210  0.1258
H: -2.12921 2.80294 -4.26606  0.1217
H: -1.32421 1.14092 -2.63339  0.0822
H: -0.00102 1.51607 4.74927  0.1158
H: -0.06847 0.20494 6.82567  0.1282
H: -0.28376 -2.25352 6.73950  0.1291
H: -0.43698 -3.41722 4.56667  0.1198
H: -0.36496 -2.12138 2.46213  0.0681
H: -1.18132 3.35702 1.21973  0.1035
H: -0.16197 5.58305 1.52893  0.1191
H: 2.04388 5.79647 2.62533  0.1240
H: 3.23811 3.78462 3.42104  0.1271
H: 2.21391 1.55854 3.16345  0.1225
O: 0.29064 -2.30790 0.19815  -0.6526
As: 0.48072 -3.81772 -0.66555  1.3119
C: 0.99210 -3.44007 -2.45315  -0.3304
C: 1.95255 -2.45602 -2.69917  -0.1223
C: 2.38966 -2.23626 -3.99498  -0.0476
C: 1.88707 -3.01101 -5.03501  -0.0266
C: 0.95367 -4.00605 -4.78452  -0.0271
C: 0.50092 -4.22871 -3.49014  -0.0742
C: 1.84329 -4.73883 0.26677  -0.3359
C: 2.57422 -5.69610 -0.43313  -0.0690
C: 3.52712 -6.44146 0.24593  -0.0326
C: 3.74255 -6.22208 1.60021  -0.0268
C: 3.01442 -5.25719 2.28770  -0.0466
C: 2.05348 -4.50891 1.62543  -0.1028
C: -1.18020 -4.71917 -0.60860  -0.3181
C: -2.21413 -4.33916 -1.46507  -0.1061
C: -3.39992 -5.05228 -1.44275  -0.0562
C: -3.55208 -6.12254 -0.56741  -0.0312
C: -2.52440 -6.48748 0.29155  -0.0364
C: -1.32519 -5.79039 0.27077  -0.0685
H: 2.40181 -1.89640 -1.88300  0.0712
H: 3.14176 -1.48479 -4.19556  0.1190
H: 2.23994 -2.84761 -6.04461  0.1272
H: 0.58012 -4.61668 -5.59547  0.1283
H: -0.22165 -5.01205 -3.29908  0.1134
H: 2.41128 -5.86189 -1.49154  0.1150
H: 4.10011 -7.19202 -0.28136  0.1267
H: 4.48458 -6.80862 2.12552  0.1271
H: 3.19214 -5.09563 3.34261  0.1195
H: 1.48314 -3.75578 2.15701  0.0889
H: -2.08970 -3.51641 -2.16094  0.1102
H: -4.20027 -4.78694 -2.12068  0.1204
H: -4.47451 -6.68873 -0.56727  0.1263
H: -2.64865 -7.32753 0.96137  0.1252
H: -0.50910 -6.09313 0.91536  0.1099

Summary:
**LUMO level (alpha / beta)**: -12.6 / -12.0 eV
**Net charge**: +4
**HOMO (alpha / beta)**: -17.4526 / -17.5331 eV

---

Number 1: largest force on an atom 0.018 hartree/bohr, DFT total energy -248362.5312 eV. Number 2: largest force on an atom 0.050 hartree/bohr, DFT total energy -184435.2512 eV. Number 3: largest force on an atom 0.005 hartree/bohr, DFT total energy -225772.7595 eV.